Arrangement w

14 unconnected molecules or ions with the total composition C56H154N14O14. Source: the OMol25 dataset; level of theory: ωB97M-V with the def2-TZVPD basis set.

The highest occupied orbital energy is -8.398 eV. As for the total charge: 0. The value obtained for the orbital gap is 8.92 eV.

Geometry (Å):
C 6.42 2.09 0.01
C 5.76 1.82 -1.42
C 6.06 2.98 -2.33
O 7.46 3.01 -2.67
C 8.03 4.19 -3.16
N 6.22 0.54 -1.95
H 5.86 2.72 0.70
H 7.38 2.58 -0.09
H 6.65 1.18 0.47
H 4.69 1.83 -1.26
H 5.76 3.86 -1.70
H 5.49 3.06 -3.34
H 7.48 4.54 -4.05
H 8.99 4.05 -3.61
H 8.10 5.06 -2.44
H 5.54 0.34 -2.72
H 7.08 0.69 -2.48
C -1.10 -2.11 -2.18
C -1.96 -2.00 -3.42
C -2.31 -0.62 -3.82
O -2.94 0.15 -2.82
C -2.85 1.53 -3.08
N -1.32 -2.57 -4.59
H -0.87 -3.12 -1.84
H -1.68 -1.61 -1.40
H -0.13 -1.54 -2.27
H -2.88 -2.59 -3.13
H -2.88 -0.64 -4.77
H -1.40 -0.05 -4.11
H -3.37 1.72 -4.06
H -1.82 1.82 -3.16
H -3.42 2.02 -2.27
H -0.34 -2.26 -4.51
H -1.38 -3.57 -4.69
C -4.32 5.58 -3.66
C -5.40 5.19 -4.67
C -6.28 4.13 -4.13
O -5.52 2.94 -3.99
C -6.25 1.85 -3.54
N -6.14 6.35 -5.07
H -4.85 5.93 -2.74
H -3.72 6.39 -4.06
H -3.72 4.72 -3.40
H -4.82 4.75 -5.50
H -7.23 4.05 -4.77
H -6.72 4.34 -3.11
H -5.58 0.99 -3.71
H -7.20 1.71 -4.05
H -6.54 1.84 -2.51
H -6.63 6.62 -4.23
H -6.87 6.09 -5.70
C 1.71 0.57 -3.61
C 2.17 1.94 -4.11
C 3.33 1.85 -5.09
O 4.36 1.05 -4.65
C 5.32 0.77 -5.66
N 1.14 2.73 -4.75
H 2.33 0.24 -2.75
H 1.63 -0.14 -4.44
H 0.70 0.51 -3.19
H 2.58 2.50 -3.21
H 3.78 2.86 -5.32
H 2.86 1.47 -5.97
H 4.82 0.17 -6.45
H 6.16 0.20 -5.18
H 5.71 1.71 -6.17
H 1.50 3.53 -5.19
H 0.53 2.20 -5.38
C 4.57 -3.48 3.57
C 4.24 -2.03 3.70
C 4.44 -1.48 5.10
O 4.24 -0.10 5.19
C 4.39 0.43 6.46
N 5.16 -1.26 2.81
H 5.64 -3.64 3.76
H 4.42 -3.72 2.53
H 3.96 -4.15 4.15
H 3.22 -1.78 3.46
H 5.36 -1.83 5.64
H 3.68 -1.99 5.77
H 4.35 1.50 6.26
H 5.37 0.19 6.89
H 3.53 0.13 7.10
H 4.96 -1.55 1.84
H 4.98 -0.27 2.90
C 2.70 4.83 -1.36
C 1.36 4.25 -0.92
C 0.95 4.63 0.46
O 1.84 4.04 1.39
C 2.05 4.71 2.64
N 0.33 4.65 -1.83
H 3.58 4.53 -0.74
H 2.59 5.90 -1.42
H 2.89 4.57 -2.43
H 1.42 3.15 -0.94
H -0.04 4.26 0.71
H 0.78 5.71 0.53
H 2.31 5.81 2.46
H 2.92 4.27 3.07
H 1.07 4.62 3.18
H 0.52 4.31 -2.77
H 0.27 5.66 -1.86
C -4.50 -2.91 3.47
C -5.31 -3.59 2.30
C -4.96 -2.95 0.92
O -5.10 -1.56 0.94
C -4.91 -0.94 -0.31
N -5.12 -5.05 2.26
H -4.91 -1.86 3.62
H -3.46 -2.92 3.22
H -4.59 -3.38 4.46
H -6.33 -3.34 2.52
H -5.56 -3.47 0.14
H -3.93 -3.22 0.60
H -5.35 -1.50 -1.16
H -3.87 -0.90 -0.60
H -5.31 0.08 -0.21
H -5.84 -5.57 1.82
H -5.00 -5.38 3.24
C -10.46 0.86 3.61
C -9.19 0.63 4.41
C -8.12 1.75 4.21
O -7.85 1.83 2.78
C -7.14 0.70 2.25
N -9.54 0.56 5.82
H -10.82 1.85 3.91
H -11.19 0.14 4.01
H -10.30 0.80 2.57
H -8.64 -0.26 4.14
H -7.20 1.39 4.69
H -8.47 2.76 4.49
H -7.27 -0.12 2.95
H -6.07 0.94 2.21
H -7.58 0.41 1.32
H -9.86 1.39 6.30
H -9.11 -0.19 6.31
C 2.20 -3.38 -3.38
C 3.15 -3.35 -4.56
C 2.33 -3.45 -5.87
O 1.64 -4.62 -6.00
C 0.74 -4.78 -7.10
N 3.84 -2.11 -4.61
H 1.40 -2.58 -3.51
H 2.86 -3.20 -2.54
H 1.63 -4.34 -3.39
H 3.88 -4.16 -4.52
H 2.98 -3.20 -6.70
H 1.59 -2.59 -5.80
H 0.18 -3.80 -7.14
H 0.07 -5.61 -6.91
H 1.30 -5.01 -8.00
H 3.10 -1.42 -4.69
H 4.25 -1.93 -3.71
C -2.59 4.50 4.12
C -3.67 3.92 3.21
C -3.05 3.38 1.95
O -2.58 4.43 1.09
C -2.65 4.08 -0.27
N -4.46 2.93 3.87
H -3.02 4.99 4.96
H -1.83 5.19 3.70
H -2.02 3.62 4.37
H -4.37 4.66 2.91
H -3.68 2.64 1.38
H -2.14 2.68 2.22
H -1.98 4.75 -0.75
H -3.70 4.31 -0.58
H -2.26 3.09 -0.53
H -3.92 2.07 4.00
H -5.16 2.76 3.12
C 5.73 -4.37 -0.24
C 6.15 -2.94 -0.48
C 7.30 -2.94 -1.52
O 8.46 -3.59 -1.09
C 9.55 -3.55 -1.99
N 5.08 -2.20 -1.11
H 5.65 -4.90 -1.19
H 4.80 -4.41 0.36
H 6.44 -4.96 0.34
H 6.53 -2.37 0.40
H 7.46 -1.86 -1.79
H 6.95 -3.47 -2.39
H 10.16 -2.63 -1.93
H 9.22 -3.79 -3.04
H 10.24 -4.28 -1.64
H 5.41 -1.26 -1.32
H 4.31 -2.30 -0.46
C -0.42 1.43 4.48
C -1.19 0.11 4.68
C -0.39 -0.76 5.66
O -0.96 -2.03 5.87
C -0.34 -2.68 6.96
N -2.61 0.40 4.96
H -0.16 1.99 5.42
H -0.97 2.15 3.89
H 0.51 1.12 3.98
H -1.15 -0.49 3.71
H -0.34 -0.19 6.60
H 0.56 -0.83 5.15
H -0.58 -3.72 7.03
H -0.52 -2.16 7.89
H 0.79 -2.64 6.87
H -2.67 0.92 5.86
H -3.13 -0.45 5.13
C 3.16 0.67 0.28
C 2.15 -0.28 0.93
C 0.71 0.24 0.78
O -0.27 -0.74 1.14
C -1.65 -0.40 1.07
N 2.36 -1.61 0.41
H 4.22 0.27 0.28
H 3.13 1.67 0.78
H 2.88 0.71 -0.79
H 2.34 -0.38 1.98
H 0.66 0.72 -0.18
H 0.61 1.00 1.58
H -1.86 0.38 1.86
H -2.30 -1.26 1.23
H -1.96 0.05 0.10
H 1.67 -2.28 0.76
H 2.18 -1.54 -0.60
C 0.19 -6.52 1.16
C -1.03 -5.69 1.61
C -0.80 -4.23 1.13
O 0.24 -3.68 1.96
C -0.24 -3.40 3.31
N -2.21 -6.27 0.90
H 1.17 -6.23 1.54
H 0.13 -6.54 0.02
H 0.09 -7.60 1.47
H -1.12 -5.76 2.74
H -1.80 -3.68 1.26
H -0.41 -4.13 0.12
H -0.51 -2.34 3.42
H 0.55 -3.62 4.03
H -1.19 -3.88 3.55
H -3.08 -5.81 1.20
H -2.37 -7.24 1.11

Results of the Löwdin charge analysis, in e, for atoms 1 through 4: -0.033, -0.404, -0.189, -0.204

Arrangement x

14 unconnected molecules or ions with the total composition C56H154N14O14. Source: the OMol25 dataset; level of theory: ωB97M-V with the def2-TZVPD basis set.

The highest occupied orbital energy is -8.508 eV. As for the total charge: 0. The value obtained for the orbital gap is 8.93 eV.

Geometry (Å):
C 4.45 1.76 2.87
C 4.83 2.03 4.36
C 4.86 3.52 4.69
O 5.17 3.74 6.08
C 6.43 3.23 6.68
N 3.86 1.39 5.20
H 3.49 2.22 2.63
H 4.41 0.72 2.55
H 5.25 2.24 2.30
H 5.81 1.60 4.51
H 3.85 3.92 4.75
H 5.47 4.09 3.99
H 6.78 3.95 7.42
H 7.12 3.30 5.84
H 6.38 2.22 7.08
H 3.83 0.41 4.99
H 2.98 1.80 4.90
C 3.64 -4.00 -2.93
C 2.72 -3.90 -1.67
C 2.84 -5.14 -0.70
O 2.40 -4.61 0.57
C 2.82 -5.32 1.73
N 3.01 -2.69 -0.97
H 3.32 -4.81 -3.58
H 4.71 -4.12 -2.81
H 3.48 -3.08 -3.50
H 1.67 -3.88 -1.96
H 3.81 -5.61 -0.50
H 2.22 -5.97 -1.03
H 2.79 -6.41 1.64
H 2.25 -5.10 2.64
H 3.79 -4.92 2.02
H 3.99 -2.77 -0.72
H 2.58 -2.84 -0.07
C 0.18 0.26 -7.43
C 0.59 1.51 -6.72
C 2.07 1.54 -6.22
O 2.49 0.42 -5.41
C 1.64 -0.07 -4.33
N 0.36 2.66 -7.58
H -0.86 0.28 -7.77
H 0.16 -0.55 -6.69
H 0.93 0.02 -8.18
H -0.02 1.73 -5.85
H 2.20 2.42 -5.59
H 2.80 1.66 -7.02
H 1.17 0.76 -3.79
H 2.40 -0.58 -3.74
H 0.95 -0.77 -4.79
H 0.46 3.49 -7.02
H -0.54 2.72 -8.05
C 0.37 -6.10 -4.48
C 0.07 -5.03 -5.46
C 0.24 -3.56 -4.88
O -0.88 -3.40 -3.90
C -0.65 -2.42 -3.01
N 0.84 -5.31 -6.65
H -0.30 -5.86 -3.65
H 1.40 -5.99 -4.13
H 0.23 -7.09 -4.92
H -0.94 -5.13 -5.86
H 0.36 -2.79 -5.63
H 1.16 -3.51 -4.29
H 0.37 -2.30 -2.66
H -1.42 -2.35 -2.24
H -1.02 -1.58 -3.61
H 0.80 -4.37 -7.02
H 1.81 -5.33 -6.37
C -8.06 -0.12 1.89
C -6.93 0.90 1.96
C -5.48 0.33 2.31
O -5.14 -0.25 3.61
C -5.79 -1.45 3.93
N -6.97 1.61 0.72
H -8.27 -0.58 2.85
H -7.91 -0.92 1.17
H -8.96 0.34 1.46
H -7.21 1.62 2.73
H -4.83 1.20 2.15
H -5.24 -0.37 1.52
H -5.39 -1.96 4.81
H -5.86 -2.10 3.05
H -6.82 -1.21 4.21
H -6.51 2.50 0.88
H -7.93 1.76 0.42
C 1.61 1.06 -0.05
C 1.08 0.39 1.29
C -0.42 0.31 1.28
O -0.94 -0.21 0.07
C -2.28 -0.68 0.23
N 1.63 -0.98 1.28
H 2.70 1.16 -0.04
H 1.30 2.09 -0.22
H 1.35 0.48 -0.94
H 1.28 0.90 2.23
H -0.81 1.33 1.37
H -0.81 -0.05 2.23
H -2.54 -1.34 -0.60
H -2.90 0.20 0.16
H -2.55 -1.07 1.21
H 1.24 -1.38 0.44
H 2.64 -0.96 1.28
C -4.27 -7.30 0.06
C -3.69 -5.97 0.62
C -2.34 -5.61 0.00
O -1.81 -4.35 0.40
C -0.46 -4.17 -0.08
N -4.69 -4.95 0.36
H -5.27 -7.51 0.43
H -3.77 -8.16 0.52
H -4.42 -7.46 -1.00
H -3.62 -6.10 1.70
H -2.34 -5.54 -1.09
H -1.60 -6.37 0.23
H 0.16 -4.58 0.71
H -0.09 -3.14 -0.15
H -0.19 -4.68 -1.00
H -4.17 -4.09 0.44
H -4.86 -4.97 -0.64
C 1.01 4.62 2.18
C 0.70 5.55 1.00
C 0.91 7.05 1.34
O -0.22 7.31 2.28
C 0.12 8.28 3.33
N 1.57 5.22 -0.05
H 2.09 4.63 2.33
H 0.80 3.57 2.02
H 0.44 4.94 3.06
H -0.25 5.52 0.47
H 0.90 7.69 0.45
H 1.85 7.12 1.89
H -0.71 8.29 4.05
H 0.08 9.32 3.01
H 1.03 8.10 3.90
H 1.88 4.28 0.13
H 1.16 5.33 -0.97
C -1.86 2.97 -1.92
C -3.05 2.24 -2.55
C -3.32 2.76 -3.97
O -3.89 4.01 -3.95
C -3.76 4.62 -5.23
N -2.62 0.88 -2.53
H -1.69 2.57 -0.91
H -2.11 4.03 -1.89
H -0.87 2.93 -2.36
H -3.90 2.51 -1.93
H -3.96 2.00 -4.41
H -2.39 2.66 -4.53
H -4.60 4.33 -5.86
H -2.84 4.51 -5.81
H -3.89 5.69 -5.08
H -1.71 0.81 -2.97
H -2.53 0.67 -1.54
C -2.70 -1.71 7.96
C -3.41 -2.66 6.92
C -2.70 -2.56 5.52
O -3.07 -3.51 4.55
C -2.83 -3.07 3.19
N -3.40 -4.04 7.46
H -3.05 -1.62 8.99
H -2.75 -0.69 7.58
H -1.63 -1.91 7.95
H -4.48 -2.47 6.91
H -1.61 -2.50 5.57
H -3.01 -1.57 5.18
H -3.24 -3.82 2.52
H -1.76 -3.00 2.98
H -3.17 -2.09 2.86
H -4.05 -4.18 8.23
H -3.53 -4.71 6.72
C 1.03 0.38 4.83
C 0.27 1.69 4.81
C -0.73 1.73 6.04
O -1.82 0.77 5.78
C -2.74 1.24 4.83
N 1.29 2.67 4.96
H 0.38 -0.49 4.76
H 1.47 0.20 5.81
H 1.80 0.33 4.06
H -0.38 1.91 3.96
H -1.10 2.74 6.18
H -0.18 1.51 6.96
H -3.02 2.29 4.84
H -3.68 0.75 5.07
H -2.56 0.91 3.81
H 1.68 2.39 5.85
H 0.93 3.56 5.28
C -5.11 -1.15 -1.62
C -6.44 -1.17 -2.39
C -7.34 -2.33 -1.83
O -6.69 -3.59 -2.00
C -7.46 -4.58 -1.40
N -7.09 0.18 -2.28
H -5.05 -1.89 -0.82
H -4.82 -0.14 -1.32
H -4.29 -1.51 -2.25
H -6.37 -1.40 -3.45
H -8.37 -2.37 -2.19
H -7.47 -2.12 -0.77
H -6.91 -5.50 -1.58
H -8.49 -4.58 -1.77
H -7.55 -4.49 -0.31
H -6.96 0.42 -1.31
H -6.39 0.76 -2.72
C 5.56 7.46 -4.50
C 6.11 6.01 -4.53
C 4.93 4.96 -4.38
O 4.26 4.77 -3.08
C 3.69 3.50 -2.85
N 6.75 5.94 -5.82
H 4.95 7.54 -3.61
H 4.98 7.69 -5.40
H 6.44 8.07 -4.30
H 6.82 5.91 -3.71
H 5.49 4.05 -4.60
H 4.12 5.00 -5.11
H 2.81 3.45 -3.49
H 3.32 3.47 -1.82
H 4.38 2.67 -2.98
H 7.19 5.04 -5.94
H 7.54 6.57 -5.82
C 5.37 0.18 -1.06
C 6.67 -0.66 -0.78
C 7.00 -0.67 0.79
O 8.33 -1.16 1.04
C 9.00 -0.86 2.31
N 6.36 -2.02 -1.24
H 5.55 1.23 -0.86
H 4.53 -0.17 -0.46
H 4.90 0.08 -2.04
H 7.61 -0.26 -1.17
H 6.28 -1.35 1.25
H 6.98 0.35 1.18
H 9.66 -1.67 2.63
H 8.44 -0.59 3.20
H 9.63 0.02 2.25
H 6.00 -2.04 -2.19
H 7.25 -2.50 -1.26

Results of the Löwdin charge analysis, in e, for atoms 1 through 4: -0.052, -0.433, -0.188, -0.218

Relative energies, unit kcal/mol: arrangement w 0.0; arrangement x 114.0